[1]
Entry from the Open Molecules 2025 dataset: 2 unconnected molecules or ions with the total composition C7H13F2N in a non-equilibrium geometry (ωB97M-V/def2-TZVPD).

Calculated values
Maximum force in eV Å⁻¹: 3.229
HOMO (alpha / beta) in eV: -7.4 / -7.6
Orbital gap (alpha / beta) in eV: 7.7739 / 8.2151

CARTESIAN COORDINATES (ANGSTROEM)
1 C 1.41250 0.33662 1.64318
2 C 0.81223 -1.03829 2.08010
3 C 0.03500 0.05595 1.44302
4 C -1.18611 0.85223 1.79510
5 C -0.65287 -1.41103 -1.40831
6 C -0.88011 1.03175 -1.93479
7 C -0.06275 -0.08182 -1.47254
8 N 1.40757 0.08443 -1.56162
9 F -0.25482 1.74514 -2.98918
10 F -1.11155 2.05568 -0.95945
11 H 1.58765 1.08150 2.47515
12 H 2.03325 0.43367 0.79482
13 H 1.06136 -1.88465 1.49456
14 H 0.72406 -1.44285 3.20626
15 H -1.08616 1.96760 1.51872
16 H -1.26533 0.63418 2.92030
17 H -2.08906 0.23511 1.38893
18 H -1.69945 -1.37856 -1.09262
19 H -0.64146 -1.83241 -2.39378
20 H 0.04385 -1.96026 -0.72449
21 H -1.84673 0.77698 -2.28557
22 H 1.87760 -0.82917 -1.55293
23 H 1.78135 0.56820 -2.38488

In the natural (NBO) picture, each atom carries the following charge in e:
1. C -0.48
2. C -0.48
3. C 0.11
4. C -0.68
5. C -0.67
6. C 0.49
7. C 0.15
8. N -0.82
9. F -0.37
10. F -0.37
11. H 0.20
12. H 0.24
13. H 0.21
14. H 0.21
15. H 0.25
16. H 0.21
17. H 0.22
18. H 0.23
19. H 0.21
20. H 0.23
21. H 0.15
22. H 0.37
23. H 0.39

---

[2]
Entry from the Open Molecules 2025 dataset: a single C7H13N molecule in a non-equilibrium geometry (ωB97M-V/def2-TZVPD).

Calculated values
Maximum force in eV Å⁻¹: 1.651
HOMO in eV: -7.7
Orbital gap in eV: 8.7882
Structure (SMILES): C=CC/C(=C/N)CC

CARTESIAN COORDINATES (ANGSTROEM)
1 C -3.22340 -0.26913 -0.03585
2 C -1.92363 -0.38593 -0.19930
3 C -1.03924 0.71837 -0.74027
4 C 0.39054 0.57702 -0.21507
5 C 0.70112 1.40387 0.78740
6 N 1.80337 1.38538 1.64020
7 C 1.24640 -0.45261 -0.90982
8 C 1.56413 -1.72369 -0.11003
9 H -3.85156 -1.10063 0.25770
10 H -3.74327 0.68352 -0.09289
11 H -1.43010 -1.34185 -0.04437
12 H -1.50542 1.68873 -0.53879
13 H -1.12077 0.66490 -1.83402
14 H 0.05940 2.24187 0.99914
15 H 2.72640 1.08785 1.38157
16 H 1.73062 1.87590 2.51048
17 H 0.71204 -0.75250 -1.81291
18 H 2.18280 0.02042 -1.22974
19 H 0.64749 -2.33257 -0.09005
20 H 1.82253 -1.62127 0.93294
21 H 2.25054 -2.36765 -0.65631

In the natural (NBO) picture, each atom carries the following charge in e:
1. C -0.41
2. C -0.16
3. C -0.45
4. C -0.08
5. C 0.01
6. N -0.85
7. C -0.43
8. C -0.60
9. H 0.20
10. H 0.19
11. H 0.19
12. H 0.21
13. H 0.21
14. H 0.19
15. H 0.38
16. H 0.38
17. H 0.21
18. H 0.21
19. H 0.20
20. H 0.21
21. H 0.21

---

[3]
Entry from the Open Molecules 2025 dataset: a single C7H13N molecule in a non-equilibrium geometry (ωB97M-V/def2-TZVPD).

Calculated values
Maximum force in eV Å⁻¹: 1.817
HOMO in eV: -9.1
Orbital gap in eV: 10.0662
Structure (SMILES): C=C(C)[C@@]1(C)N[C@H]1C

CARTESIAN COORDINATES (ANGSTROEM)
1 C -0.95170 -1.49555 -0.99115
2 C -0.94648 -0.48537 -0.09227
3 C -1.99787 -0.27586 0.97639
4 C 0.07454 0.60210 -0.13637
5 C -0.40474 1.76079 -0.96389
6 N 0.72995 0.87140 1.10924
7 C 1.51402 0.28259 -0.01627
8 C 2.00932 -1.10851 0.10260
9 H -1.76651 -2.23966 -1.11571
10 H -0.10667 -1.59207 -1.70696
11 H -2.39612 0.72920 0.93421
12 H -2.80501 -0.97486 0.90265
13 H -1.50889 -0.39653 1.93426
14 H 0.32734 2.57009 -0.84585
15 H -0.38028 1.41187 -2.03437
16 H -1.41231 2.15532 -0.70888
17 H 0.57385 0.20392 1.87279
18 H 2.14313 0.94029 -0.60383
19 H 1.28638 -1.82260 0.50374
20 H 2.91657 -1.21467 0.69944
21 H 2.23632 -1.55121 -0.87041

In the natural (NBO) picture, each atom carries the following charge in e:
1. C -0.42
2. C 0.04
3. C -0.64
4. C 0.02
5. C -0.60
6. N -0.60
7. C -0.07
8. C -0.64
9. H 0.20
10. H 0.20
11. H 0.22
12. H 0.22
13. H 0.21
14. H 0.22
15. H 0.22
16. H 0.22
17. H 0.36
18. H 0.20
19. H 0.22
20. H 0.22
21. H 0.21

---

[4]
Entry from the Open Molecules 2025 dataset: a single C7H13N molecule in a non-equilibrium geometry (ωB97M-V/def2-TZVPD).

Calculated values
Maximum force in eV Å⁻¹: 5.078
HOMO in eV: -8.2
Orbital gap in eV: 9.2413
Structure (SMILES): NC1[C@@H]2CCCC[C@@H]12

CARTESIAN COORDINATES (ANGSTROEM)
1 N 2.99305 -0.15596 -0.49012
2 C 1.82603 0.35357 0.34558
3 C 0.43400 -0.44959 0.79429
4 C -0.68309 -1.47847 0.42145
5 C -1.58334 -0.72841 -0.49234
6 C -1.76172 0.78721 -0.07496
7 C -0.38580 1.50832 0.15522
8 C 0.56604 0.50853 -0.29698
9 H 3.46101 -0.76286 0.13413
10 H 2.52260 -0.59629 -1.37885
11 H 2.32363 0.90217 1.06542
12 H 0.02342 0.03068 1.66486
13 H -0.07713 -2.41259 -0.22406
14 H -1.02509 -1.74109 1.47622
15 H -1.06217 -0.65099 -1.48584
16 H -2.62271 -1.11477 -0.91470
17 H -2.53528 0.74631 0.83649
18 H -2.28651 0.98716 -1.11103
19 H -0.63608 2.58495 -0.41445
20 H 0.10283 1.66153 1.34362
21 H 0.40631 0.02059 -1.35395

In the natural (NBO) picture, each atom carries the following charge in e:
1. N -0.81
2. C 0.02
3. C -0.29
4. C -0.40
5. C -0.43
6. C -0.43
7. C -0.38
8. C -0.32
9. H 0.36
10. H 0.36
11. H 0.22
12. H 0.19
13. H 0.19
14. H 0.23
15. H 0.18
16. H 0.23
17. H 0.22
18. H 0.22
19. H 0.20
20. H 0.21
21. H 0.23

---

[5]
Entry from the Open Molecules 2025 dataset: a single C7H13N molecule in a non-equilibrium geometry (ωB97M-V/def2-TZVPD).

Calculated values
Maximum force in eV Å⁻¹: 4.217
HOMO in eV: -8.4
Orbital gap in eV: 9.5198
Structure (SMILES): C/C=C/CN/C=C/C

CARTESIAN COORDINATES (ANGSTROEM)
1 C -2.94250 -0.75227 1.88459
2 C -1.53662 -0.96104 1.56235
3 C -0.76672 -0.25491 0.80372
4 C 0.61351 -0.38443 1.42834
5 N 1.65975 0.25216 0.55806
6 C 1.45026 0.25231 -0.86129
7 C 1.30541 1.23366 -1.72161
8 C 1.41843 1.02827 -3.24568
9 H -3.49092 -1.76657 1.81133
10 H -2.92363 -0.48663 2.95098
11 H -3.49124 0.02614 1.31186
12 H -1.03427 -1.68939 2.18276
13 H -1.11332 0.58775 0.17128
14 H 0.60653 0.11372 2.38365
15 H 0.94571 -1.37995 1.49599
16 H 2.52021 -0.16828 0.88554
17 H 1.53003 -0.68706 -1.28113
18 H 0.99073 2.23320 -1.37422
19 H 1.02529 -0.01782 -3.47648
20 H 0.76935 1.73258 -3.84962
21 H 2.46399 1.08856 -3.62045

In the natural (NBO) picture, each atom carries the following charge in e:
1. C -0.64
2. C -0.15
3. C -0.24
4. C -0.22
5. N -0.67
6. C -0.02
7. C -0.18
8. C -0.65
9. H 0.21
10. H 0.22
11. H 0.22
12. H 0.18
13. H 0.22
14. H 0.19
15. H 0.18
16. H 0.36
17. H 0.14
18. H 0.20
19. H 0.21
20. H 0.22
21. H 0.22

---

[6]
Entry from the Open Molecules 2025 dataset: 2 unconnected molecules or ions with the total composition C7H13N in a non-equilibrium geometry (ωB97M-V/def2-TZVPD).

Calculated values
Maximum force in eV Å⁻¹: 5.573
HOMO (alpha / beta) in eV: -8.5 / -8.5
Orbital gap (alpha / beta) in eV: 8.3477 / 8.3498

CARTESIAN COORDINATES (ANGSTROEM)
1 C -0.86637 2.23475 -0.98610
2 C 1.17260 -0.72641 -0.26968
3 C 0.54920 -1.77160 0.59016
4 C 2.36380 -0.14442 0.39042
5 C -1.08758 0.81289 1.01385
6 C -1.59144 0.04316 -1.38425
7 C -0.67502 0.80210 -0.47154
8 N -1.00412 3.33075 -1.20856
9 H 0.74976 -2.76943 0.20276
10 H -0.56199 -1.51191 0.53479
11 H 0.74849 -1.59906 1.61296
12 H 2.12712 0.85718 0.74991
13 H 3.25663 -0.03340 -0.17964
14 H 2.58903 -0.58964 1.46178
15 H -0.23249 1.11725 1.49911
16 H -1.27455 -0.15767 1.54508
17 H -1.91374 1.45423 1.20753
18 H -1.57757 0.41104 -2.47550
19 H -2.64449 -0.01680 -1.14686
20 H -1.35817 -1.03336 -1.39705
21 H 1.23090 -0.70966 -1.28917

In the natural (NBO) picture, each atom carries the following charge in e:
1. C 0.26
2. C 0.04
3. C -0.69
4. C -0.69
5. C -0.64
6. C -0.66
7. C -0.14
8. N -0.36
9. H 0.24
10. H 0.24
11. H 0.22
12. H 0.25
13. H 0.23
14. H 0.21
15. H 0.21
16. H 0.21
17. H 0.22
18. H 0.23
19. H 0.22
20. H 0.21
21. H 0.20

---

[7]
Entry from the Open Molecules 2025 dataset: a gas-phase ion, C7H13N2 (charge +1) in a non-equilibrium geometry (ωB97M-V/def2-TZVPD).

Calculated values
Maximum force in eV Å⁻¹: 4.465
Charge: +1
HOMO in eV: -15.3
Orbital gap in eV: 9.4518
Structure (SMILES): CC(C)(C)[C@H]1N=CC=[NH+]1

CARTESIAN COORDINATES (ANGSTROEM)
1 C -0.29122 1.21813 1.57733
2 C 0.36900 0.53019 0.40555
3 C 1.26549 1.46084 -0.49954
4 C 1.28572 -0.54591 0.97708
5 C -0.63232 0.03705 -0.61569
6 N 0.03947 -0.44977 -1.70747
7 C -0.46562 -1.62959 -1.98182
8 C -1.54495 -1.93722 -1.06354
9 N -1.60824 -0.90634 -0.24604
10 H 0.42848 1.79883 2.12274
11 H -0.56144 0.53646 2.40352
12 H -1.19291 1.89974 1.35744
13 H 1.77269 2.28560 0.13634
14 H 1.96963 0.87614 -1.04528
15 H 0.57886 1.98886 -1.25527
16 H 1.65833 -1.02013 0.13231
17 H 0.85543 -1.34697 1.74120
18 H 1.98081 -0.01602 1.58028
19 H -1.31474 1.03999 -0.89723
20 H -0.17760 -2.23576 -2.80584
21 H -2.07713 -2.78956 -0.84996
22 H -2.33772 -0.79455 0.53389

In the natural (NBO) picture, each atom carries the following charge in e:
1. C -0.64
2. C -0.05
3. C -0.59
4. C -0.61
5. C 0.03
6. N -0.25
7. C 0.01
8. C 0.17
9. N -0.41
10. H 0.25
11. H 0.23
12. H 0.22
13. H 0.24
14. H 0.23
15. H 0.21
16. H 0.21
17. H 0.22
18. H 0.24
19. H 0.31
20. H 0.25
21. H 0.25
22. H 0.48

---

[8]
Entry from the Open Molecules 2025 dataset: 2 unconnected molecules or ions with the total composition C7H13N2 in a non-equilibrium geometry (ωB97M-V/def2-TZVPD).

Calculated values
Maximum force in eV Å⁻¹: 4.378
Charge: +1
HOMO in eV: -11.8
Orbital gap in eV: 8.6811

CARTESIAN COORDINATES (ANGSTROEM)
1 C 0.55594 1.59460 0.72123
2 C 0.35300 1.61966 -0.61757
3 C 1.64069 -1.95341 -1.52430
4 C 1.25680 -1.87398 -0.27954
5 C -0.34285 -0.37970 0.26150
6 C 0.27304 0.12764 2.68739
7 C -1.87225 0.82448 -1.22019
8 N 0.01129 0.50039 1.25623
9 N -0.45601 0.47508 -0.96345
10 H 0.97844 2.16413 1.49135
11 H 0.79047 2.26463 -1.28280
12 H 2.21309 -2.74598 -1.82982
13 H 1.55066 -1.29726 -2.41471
14 H 1.24387 -2.51413 0.59659
15 H -1.20745 -1.10221 0.31862
16 H 0.32441 -1.00010 2.66168
17 H 1.23416 0.49382 3.09899
18 H -0.58503 0.67466 3.14007
19 H -2.72054 0.20887 -0.91667
20 H -2.14407 1.67485 -0.65327
21 H -1.93352 1.21077 -2.20897
22 H 0.02040 0.05117 -1.69250

In the natural (NBO) picture, each atom carries the following charge in e:
1. C 0.07
2. C -0.21
3. C -0.46
4. C -0.15
5. C 0.15
6. C -0.42
7. C -0.45
8. N -0.43
9. N -0.38
10. H 0.24
11. H 0.25
12. H 0.23
13. H 0.21
14. H 0.22
15. H 0.24
16. H 0.23
17. H 0.23
18. H 0.24
19. H 0.25
20. H 0.24
21. H 0.24
22. H 0.45

---

For the records above, the corresponding E_tot values read -528.8132; -329.2154; -329.2118; -329.0302; -329.1572; -329.1038; -383.7158; -383.5862 hartree.
For the records above, the corresponding relative energy (zero: lowest compared OMol25 entry of this formula, charge and spin) values read 487.4; 147.3; 156.7; 633.6; 300.1; 440.1; 266.1; 606.5 kJ/mol.